Formula: C32H67NO20P3S2
Source: the OMol25 dataset
Level of theory: ωB97M-V with the def2-TZVPD basis set

Calculated values
* total charge: -1
* electronic energy: -126257.4070 eV
* HOMO-LUMO gap: 0.187 Ha
* lowest unoccupied orbital energy: 1.8 eV

Each line ends with the Mulliken charge.
Positions of all 125 atoms, in Å:
N 0.1205 -0.2000 0.5866  4.567
H -0.5638 0.3574 1.1170  -0.131
H -0.3747 -0.5919 -0.2258  0.070
H 0.4359 -1.0804 1.0580  -0.293
H 0.8719 0.3470 0.1355  -0.883
C 3.9165 -3.5624 0.2994  -0.581
C 4.6918 -3.8121 1.4743  0.255
C 3.9708 -3.7821 2.8564  0.296
O 4.6114 -4.0058 3.8788  -0.722
C 2.5925 -3.3795 2.8726  -0.856
C 1.9013 -3.0924 1.7052  0.090
C 2.5689 -3.2184 0.3591  0.451
O 1.8901 -3.0283 -0.6989  -0.448
O 0.7207 -2.6296 1.7913  -0.688
O 5.8648 -4.1665 1.4011  -0.728
H 4.2936 -3.8456 -0.6758  0.346
H 2.1672 -3.1973 3.8510  0.401
C 3.4946 -0.2671 -3.9585  -0.494
C 3.3290 1.1699 -4.4547  -0.925
C 2.3321 1.8448 -3.5226  -0.225
S 2.9870 1.4252 -1.8992  0.619
O 1.9064 1.2864 -0.9501  -0.670
O 4.0766 2.3267 -1.6551  -0.808
C 3.5428 -0.2364 -2.4242  -0.094
H 4.4277 -0.6899 -4.3324  0.439
H 2.7011 -0.9014 -4.3531  -0.037
H 2.9958 1.2456 -5.4890  0.493
H 4.2375 1.7682 -4.3241  0.392
H 1.3683 1.3396 -3.6486  -0.315
H 2.2247 2.9256 -3.5619  0.481
H 2.7866 -0.8974 -1.9925  -0.435
H 4.4947 -0.4658 -1.9541  0.760
C -1.9188 3.3459 -0.3080  -1.237
C -1.1445 3.0010 -1.6219  0.173
C -2.1303 2.7790 -2.7610  -0.493
S -3.7702 2.6610 -1.9418  1.068
O -4.5107 1.4608 -2.2681  -0.622
O -4.4430 3.9370 -1.9362  -0.732
C -3.0893 2.3754 -0.3220  0.533
H -2.2762 4.3522 -0.5481  0.495
H -1.1530 3.2850 0.4609  0.366
H -0.5984 2.0827 -1.3812  -0.550
H -0.3742 3.7428 -1.8264  0.830
H -2.0750 1.8776 -3.3716  -0.134
H -2.2110 3.5700 -3.5093  0.455
H -2.6391 1.3854 -0.2466  -0.634
H -3.8492 2.5044 0.4426  0.489
C 3.9561 5.1912 0.8680  -1.570
C 2.7708 4.2621 0.9157  0.731
O 2.6050 3.7304 2.2421  -0.422
P 1.6632 2.4907 2.4509  -0.331
O 0.3781 2.5905 1.7510  -0.061
O 1.5543 2.3560 4.0173  -0.521
C 1.2820 1.0693 4.5996  1.071
C 1.0987 1.2558 6.0953  -1.574
O 2.4453 1.1845 2.0127  0.455
C 3.8602 1.0541 2.3594  -0.804
C 4.5973 0.6836 1.0843  -0.216
H 4.8955 4.6440 0.8467  0.314
H 3.8732 5.8170 -0.0224  0.393
H 3.8984 5.8898 1.7036  0.369
H 1.8779 4.8220 0.6179  0.212
H 2.8167 3.4107 0.2362  -0.347
H 0.3402 0.6798 4.2015  -0.390
H 2.0580 0.3316 4.3979  0.077
H 0.4323 0.5019 6.5057  0.251
H 2.0712 1.2459 6.5893  0.398
H 0.6736 2.2312 6.3416  0.387
H 4.2258 1.9770 2.8139  0.574
H 4.0079 0.2732 3.1082  0.421
H 4.9669 1.5808 0.5833  0.217
H 5.3917 -0.0284 1.2858  0.493
H 3.9429 0.1946 0.3668  -0.484
C -2.4445 -2.5225 0.6042  -0.124
C -2.4166 -2.3660 2.1062  -0.456
O -3.3707 -1.3856 2.5791  -0.056
P -2.9497 0.0778 2.9821  -0.581
O -2.0490 0.6254 1.9660  0.282
O -2.3544 -0.0745 4.4286  0.087
C -3.2423 -0.4860 5.4956  -0.212
C -2.4575 -0.6243 6.7525  -1.404
O -4.3123 0.8520 3.1286  -0.430
C -5.3767 0.5839 2.1855  0.112
C -6.3314 -0.4188 2.8109  -1.436
H -2.3898 -1.5524 0.1029  -0.472
H -1.5707 -3.0757 0.2610  0.190
H -3.4033 -2.9755 0.3380  0.417
H -2.5645 -3.3268 2.5982  0.437
H -1.4290 -2.0276 2.4395  0.041
H -4.1167 0.1722 5.5160  0.328
H -3.7230 -1.4319 5.2066  0.291
H -1.6184 -1.3192 6.6597  0.337
H -1.9407 0.2778 7.0914  0.306
H -3.0532 -0.9715 7.5979  0.414
H -5.9540 1.4871 2.0042  0.495
H -4.9457 0.1930 1.2645  0.006
H -6.6459 -0.0703 3.7959  0.345
H -7.1924 -0.5361 2.1488  0.435
H -5.8971 -1.4049 2.9712  0.267
C 0.2811 0.4650 -6.5499  -1.156
C -0.9233 0.0253 -5.7378  -0.434
O -0.6235 0.1246 -4.3168  0.144
P -1.1505 -1.0299 -3.3698  -1.283
O -0.7951 -0.8950 -1.9709  0.689
O -2.6877 -0.9883 -3.6940  -0.296
C -3.6676 -1.6206 -2.8669  0.277
C -3.4769 -3.1238 -2.7234  -1.194
O -0.6056 -2.3709 -4.0251  -0.244
C 0.3296 -3.1227 -3.1830  1.481
C 0.9042 -4.3237 -3.9184  -1.690
H 1.0284 -0.3086 -6.3515  0.224
H 0.0060 0.4285 -7.6005  0.481
H 0.6931 1.4044 -6.1931  0.214
H -1.7828 0.6796 -5.9016  0.263
H -1.1938 -1.0031 -5.9731  0.400
H -3.7880 -1.1354 -1.9006  -0.282
H -4.5957 -1.4820 -3.4173  0.478
H -3.7232 -3.5627 -3.6944  0.364
H -2.4922 -3.4723 -2.4220  0.127
H -4.2380 -3.5113 -2.0446  0.446
H 1.1568 -2.4773 -2.8828  -0.539
H -0.1384 -3.4126 -2.2413  -0.223
H 1.6876 -3.9196 -4.5568  0.360
H 1.3513 -4.9819 -3.1764  0.374
H 0.1089 -4.8709 -4.4222  0.426

***

Formula: C8H8N2S
Source: the OMol25 dataset
Level of theory: ωB97M-V with the def2-TZVPD basis set

Calculated values
* total charge: 0
* electronic energy: -22235.3536 eV
* HOMO-LUMO gap (alpha / beta): 0.300 / 0.300 Ha
* lowest unoccupied orbital energy (alpha / beta): -0.3 / -0.3 eV
* energy relative to the best compared isomer or geometry (same formula, charge and spin): 154.2 kcal/mol

Each line ends with the Mulliken charge.
Positions of all 19 atoms, in Å:
C 0.2290 1.8069 -1.1430  0.623
C -1.1468 1.2736 -1.2718  0.180
C 1.3193 1.2171 -0.4488  -0.450
C 1.3102 0.0779 0.3079  -0.634
C -0.3146 -1.7245 -0.4111  -0.762
C -1.2374 -0.7247 0.1052  -0.488
C 0.1106 -0.7827 0.6739  1.183
C 0.1634 -1.3858 2.1194  -1.418
N 0.3042 2.9674 -1.7380  -0.585
N -1.9308 2.0345 -1.9258  -0.508
S -1.0834 3.4135 -2.4137  0.157
H 2.2263 1.8805 -0.6357  0.257
H 2.2659 -0.2830 0.6490  0.400
H -0.4787 -2.7912 -0.0634  0.230
H -0.0068 -1.7548 -1.3740  0.317
H -2.1734 -0.8412 0.4283  0.439
H 0.1245 -0.3982 2.6953  0.337
H 1.0620 -2.0717 2.1164  0.333
H -0.7435 -1.9138 2.3299  0.390

***

Formula: C5H11O2
Source: the OMol25 dataset
Level of theory: ωB97M-V with the def2-TZVPD basis set

Calculated values
* total charge: -1
* electronic energy: -9457.1760 eV
* HOMO-LUMO gap: 0.205 Ha
* SMILES: [O-]CCCCCO
* lowest unoccupied orbital energy: 3.4 eV
* energy relative to the best compared isomer or geometry (same formula, charge and spin): 65.8 kcal/mol

Each line ends with the Mulliken charge.
Positions of all 18 atoms, in Å:
O 2.1037 2.2767 -0.0962  -0.813
C 1.3741 1.2202 -0.2729  -0.220
C -0.1587 1.3740 -0.6405  -0.558
C -0.7615 0.0985 -1.2936  -0.652
C -0.4871 -1.1589 -0.4896  -0.548
C -1.2243 -1.1878 0.9057  -0.501
O -0.6539 -2.3091 1.6322  -0.523
H 1.7963 0.5102 -1.1287  0.057
H 1.4299 0.4589 0.6363  -0.052
H -0.7924 1.7097 0.2377  0.246
H -0.2572 2.2849 -1.2436  0.354
H -0.2595 0.0895 -2.2725  0.321
H -1.8279 0.2636 -1.4725  0.314
H 0.5522 -1.1859 -0.2350  0.308
H -0.8663 -2.0494 -1.0226  0.309
H -2.3195 -1.2814 0.8112  0.317
H -1.0043 -0.2424 1.3981  0.345
H -1.1080 -2.2348 2.4796  0.297